1.
Entry from the Open Molecules 2025 dataset: a molecular structure, C28H35F3N4P2Ru at a distorted geometry (ωB97M-V/def2-TZVPD).

The geometry in XYZ format:
```
73
Properties=species:S:1:pos:R:3:forces:R:3:lowdin_charge:R:1
Ru -0.262 1.252 -0.028 -0.83 -4.65 2.92 0.81
C -1.647 1.336 -2.637 -1.31 0.53 -0.52 -0.11
C -1.283 0.058 -2.536 -0.75 -1.04 -0.95 -0.17
C -0.201 -0.508 -3.416 0.25 0.05 -0.52 -0.16
C 1.111 0.313 -3.333 0.56 -1.20 -1.06 -0.17
C 1.357 0.906 -1.989 -0.25 2.02 1.13 -0.09
C 0.720 2.085 -1.459 3.31 0.75 -3.65 -0.42
C 0.120 3.018 -2.465 -0.51 0.64 -0.41 -0.17
C -0.918 2.389 -3.405 0.10 -0.25 -0.48 -0.14
C 1.353 0.698 2.193 -0.40 0.60 2.35 -0.27
H -2.611 1.683 -2.260 0.48 -0.41 -0.02 0.09
H -1.973 -0.690 -2.100 0.31 0.90 -0.37 0.08
H -0.562 -0.540 -4.464 0.11 0.15 0.45 0.14
H 0.038 -1.559 -3.204 -0.25 0.22 0.19 0.10
H 1.936 -0.397 -3.547 -0.32 0.25 0.32 0.13
H 1.240 1.014 -4.194 -0.40 -0.05 1.01 0.14
H 2.308 0.572 -1.588 -0.41 0.28 0.31 0.08
H 1.427 2.690 -0.872 -0.24 -0.29 0.30 0.10
H 0.995 3.382 -3.012 -0.29 0.34 -0.23 0.13
H -0.347 3.870 -1.968 0.12 0.09 0.08 0.12
H -1.630 3.132 -3.789 0.20 -0.08 0.33 0.13
H -0.449 1.964 -4.300 -0.12 0.13 0.26 0.11
H 0.704 1.634 2.058 0.97 -1.37 0.09 0.06
H 2.384 1.061 2.437 -1.18 -0.55 0.11 0.08
H 0.863 0.060 2.947 0.49 0.95 0.42 0.06
P 1.413 -0.451 0.843 1.81 2.15 -3.53 0.97
P -1.620 -0.590 0.430 0.12 1.54 -0.47 1.03
N 3.049 0.295 0.351 -0.96 -0.45 0.06 -0.23
N 2.328 -1.819 1.885 -0.07 0.08 -0.26 -0.10
N -3.122 0.541 -0.258 0.86 -0.97 0.49 -0.18
N -2.642 -1.509 1.564 -0.53 -0.72 -0.31 -0.20
C 0.811 -1.706 -0.483 -0.51 -0.65 -0.09 -0.30
C -0.702 -2.025 -0.339 -0.48 -0.14 -0.47 -0.33
C 3.099 1.683 0.374 0.76 -0.03 0.07 -0.23
C 4.340 2.115 -0.031 -0.73 -0.14 0.20 -0.05
C 5.087 0.957 -0.356 -0.14 -1.24 0.01 -0.06
C 4.285 -0.170 -0.114 -0.03 1.31 0.02 -0.10
C 3.276 -1.455 2.845 -1.08 -0.02 -0.90 -0.01
C 4.095 -2.541 3.126 0.00 -2.40 -1.02 0.03
C 3.648 -3.624 2.306 1.35 1.76 1.91 0.04
C 2.570 -3.142 1.559 -0.54 1.75 0.47 -0.02
C -2.887 1.895 -0.113 0.58 0.09 0.04 -0.25
C -4.000 2.623 -0.481 -0.10 0.36 0.04 -0.05
C -4.993 1.685 -0.843 -0.19 -0.48 0.00 -0.03
C -4.414 0.405 -0.742 -0.14 -0.44 0.41 -0.10
C -3.917 -2.070 1.377 1.77 0.77 1.04 0.02
C -4.193 -2.898 2.479 1.97 0.24 1.22 0.04
C -3.033 -2.879 3.319 -1.80 -0.51 -0.78 0.01
C -2.101 -2.046 2.733 -0.66 0.67 -1.41 -0.05
H 1.415 -2.635 -0.543 -0.52 0.52 0.09 0.08
H 0.915 -1.207 -1.451 0.44 0.08 0.72 0.03
H -1.190 -2.182 -1.323 0.72 -0.62 0.51 0.08
H -0.844 -2.888 0.323 -0.25 0.11 -0.26 0.08
H 2.263 2.274 0.712 0.38 -0.12 -0.01 0.09
H 4.629 3.166 -0.041 0.10 -0.50 -0.16 0.12
H 6.112 0.945 -0.721 -0.31 -0.13 0.18 0.11
H 4.474 -1.229 -0.161 0.16 0.03 -0.19 0.10
H 3.285 -0.461 3.280 0.07 -0.31 -0.14 0.13
H 4.907 -2.537 3.835 0.00 -0.10 -0.01 0.13
H 4.046 -4.613 2.272 0.15 -0.40 0.00 0.12
H 1.951 -3.672 0.862 0.00 -0.12 -0.02 0.12
H -1.914 2.274 0.306 -1.62 0.30 -0.44 0.07
H -4.074 3.726 -0.486 -0.01 -0.98 0.12 0.14
H -6.046 1.917 -1.074 0.86 -0.31 -0.09 0.13
H -4.801 -0.607 -0.962 0.08 1.09 -0.02 0.11
H -4.503 -1.818 0.528 -0.29 -0.01 -0.36 0.09
H -5.093 -3.432 2.674 -0.45 -0.24 -0.04 0.12
H -2.882 -3.415 4.238 -0.12 -0.05 0.11 0.12
H -1.102 -1.779 3.028 0.01 0.00 0.11 0.12
F -1.047 0.492 3.225 -0.28 0.25 -0.44 -0.04
C -1.465 1.265 2.148 -0.87 1.97 1.63 -0.56
F -2.843 1.126 2.248 0.91 0.18 0.22 0.01
F -1.247 2.591 2.582 -0.06 -1.19 -0.32 0.00
```
Positions in Å, forces in eV/Å.

Net charge: +2
Energy relative to the best compared isomer or geometry (same formula, charge and spin) (eV): 4.019
LUMO energy (alpha / beta) (eV): -6.01 / -9.52
⟨S²⟩: 6.07
F_max (Eh/bohr): 0.1079
HOMO level (alpha / beta) (eV): -12.2 / -12.8
Multiplicity: 5
Gap between HOMO and LUMO (alpha / beta) (Eh): 0.2291 / 0.1190


2.
Entry from the Open Molecules 2025 dataset: a molecular structure, C28H35Ge2MnNO (ωB97M-V/def2-TZVPD).

The geometry in XYZ format:
```
68
Properties=species:S:1:pos:R:3:forces:R:3:lowdin_charge:R:1
Mn 0.714 -0.054 -0.138 0.28 0.01 -0.01 0.95
C -0.050 -2.210 0.403 -0.15 0.07 -0.03 -0.17
C 1.264 -2.148 0.903 0.02 0.06 0.06 -0.14
C 1.311 -1.147 1.913 -0.09 -0.06 -0.09 -0.15
C 0.023 -0.582 2.035 0.01 0.02 0.02 -0.17
C -0.823 -1.223 1.086 -0.03 -0.01 0.03 -0.20
H -0.417 -2.900 -0.342 0.00 -0.02 0.01 0.11
H 2.085 -2.778 0.599 0.01 0.01 0.00 0.12
H 2.174 -0.906 2.515 -0.01 0.02 0.00 0.11
H -0.276 0.189 2.729 0.00 -0.02 0.02 0.10
H -1.894 -1.095 1.015 -0.01 -0.05 -0.01 0.05
O 1.295 -0.476 -2.177 -0.03 0.02 -0.01 -0.13
C 2.149 0.410 -2.954 -0.03 -0.03 0.02 -0.18
C 1.377 1.625 -3.428 0.03 0.01 -0.02 -0.14
C 0.640 2.357 -2.296 0.00 0.00 0.03 -0.14
C 1.545 2.752 -1.160 -0.06 -0.06 -0.02 -0.27
C 2.217 3.965 -1.158 0.03 0.00 0.04 0.01
C 3.070 4.273 -0.110 -0.02 -0.01 -0.01 -0.01
C 3.228 3.360 0.923 0.01 0.03 -0.01 -0.02
C 2.527 2.175 0.863 -0.04 -0.04 -0.02 -0.10
N 1.706 1.867 -0.156 -0.07 0.07 -0.03 0.02
H 0.975 -1.212 -2.710 0.05 0.00 0.01 0.12
H 2.573 -0.153 -3.782 -0.02 0.02 -0.03 0.14
H 2.966 0.690 -2.290 0.00 0.00 0.00 0.12
H 0.657 1.338 -4.196 -0.03 0.00 0.03 0.12
H 2.089 2.302 -3.906 0.01 0.00 0.01 0.13
H -0.174 1.729 -1.914 -0.01 0.00 -0.01 0.09
H 0.156 3.246 -2.701 0.02 0.00 -0.01 0.12
H 2.068 4.660 -1.973 0.00 -0.01 -0.01 0.13
H 3.601 5.215 -0.099 0.00 0.00 0.01 0.13
H 3.883 3.560 1.759 0.00 0.00 0.00 0.12
H 2.610 1.433 1.646 0.02 0.02 0.01 0.11
C -6.674 0.123 -0.355 0.01 -0.02 0.00 -0.24
Ge -5.133 -0.705 0.501 0.05 0.03 0.04 0.71
C -5.374 -1.152 2.377 -0.07 -0.01 -0.02 -0.24
C -4.365 -2.194 -0.494 -0.04 -0.02 -0.03 -0.23
Ge -3.475 1.164 0.382 -0.01 0.03 0.06 1.18
C -2.528 1.947 1.836 -0.03 -0.05 -0.03 -0.37
C -2.872 1.592 3.147 0.00 -0.01 0.03 -0.10
C -2.159 2.100 4.220 0.01 0.01 0.00 -0.05
C -1.086 2.954 3.993 -0.03 -0.02 -0.03 -0.04
C -0.722 3.300 2.695 0.01 0.00 0.01 -0.06
C -1.438 2.802 1.621 0.07 0.04 0.01 -0.13
C -3.147 2.036 -1.289 0.04 -0.08 -0.01 -0.37
C -2.907 3.413 -1.374 0.01 0.06 0.00 -0.11
C -2.760 4.019 -2.612 0.00 -0.01 -0.02 -0.06
C -2.827 3.256 -3.773 0.00 -0.02 0.03 -0.05
C -3.061 1.887 -3.703 0.01 0.04 -0.01 -0.06
C -3.241 1.285 -2.468 0.00 -0.02 -0.02 -0.12
H -7.479 -0.610 -0.427 0.02 -0.02 0.02 0.04
H -6.433 0.463 -1.361 0.01 0.00 0.00 0.02
H -7.038 0.968 0.228 0.00 0.00 0.00 0.03
H -6.091 -1.974 2.424 0.01 0.00 0.02 0.04
H -5.784 -0.321 2.948 0.01 0.01 -0.01 0.03
H -4.446 -1.492 2.836 0.02 0.01 -0.01 0.03
H -5.085 -3.013 -0.442 0.00 0.00 -0.01 0.04
H -3.434 -2.546 -0.051 0.00 0.03 0.01 0.01
H -4.205 -1.959 -1.545 0.01 0.02 0.00 0.02
H -3.701 0.919 3.336 0.00 0.00 -0.02 0.09
H -2.435 1.833 5.231 0.00 0.00 0.00 0.12
H -0.532 3.354 4.832 0.00 0.00 0.00 0.12
H 0.115 3.966 2.528 0.00 0.00 -0.01 0.11
H -1.144 3.076 0.614 0.00 -0.02 0.01 0.08
H -2.866 4.023 -0.479 -0.02 -0.01 -0.02 0.10
H -2.605 5.088 -2.676 0.00 0.00 0.01 0.12
H -2.717 3.734 -4.737 0.00 0.00 0.00 0.12
H -3.135 1.302 -4.610 0.00 0.00 0.00 0.12
H -3.462 0.223 -2.427 0.00 0.00 0.02 0.09
```
Positions in Å, forces in eV/Å.

Net charge: +2
Energy relative to the best compared isomer or geometry (same formula, charge and spin) (eV): 0.000
LUMO energy (alpha / beta) (eV): -7.04 / -7.07
⟨S²⟩: 8.76
F_max (Eh/bohr): 0.0055
HOMO level (alpha / beta) (eV): -13.4 / -14.4
Multiplicity: 6
Gap between HOMO and LUMO (alpha / beta) (Eh): 0.2324 / 0.2694


3.
Entry from the Open Molecules 2025 dataset: a molecular structure, C28H35N5O3SSr at a distorted geometry (ωB97M-V/def2-TZVPD).

The geometry in XYZ format:
```
73
Properties=species:S:1:pos:R:3:forces:R:3:lowdin_charge:R:1
Sr -0.236 0.002 0.593 2.25 0.98 -2.38 1.44
C 2.662 0.114 -2.668 0.01 0.02 -0.07 -0.10
N 1.769 -0.710 -1.859 -0.04 -0.06 0.33 -0.21
C 0.746 -1.310 -2.719 -0.05 0.03 -0.19 -0.20
C -0.470 -1.838 -1.948 0.02 0.23 -0.10 -0.16
C -1.724 -0.938 -2.024 -0.06 -0.08 -0.54 -0.24
N -2.140 -0.575 -0.695 -1.50 -0.39 -0.34 -0.11
C -3.330 -0.789 -0.303 0.21 0.01 -0.59 -0.10
C -3.841 -0.537 1.026 -0.03 0.10 0.59 -0.13
C -5.142 -0.962 1.321 0.19 -0.02 -0.08 -0.08
C -5.677 -0.881 2.589 -0.20 -0.05 0.10 -0.14
C -4.894 -0.343 3.614 0.03 0.04 -0.12 -0.12
C -3.628 0.125 3.353 0.00 -0.06 0.09 -0.03
C -3.043 0.064 2.058 -0.39 0.10 0.10 -0.37
O -1.871 0.545 1.857 -1.95 0.48 1.44 -0.33
C 2.484 -1.755 -1.133 0.08 -0.01 -0.03 -0.23
C 3.632 -1.258 -0.254 -0.25 0.07 -0.03 -0.17
C 3.190 -0.197 0.763 0.40 0.04 -0.09 -0.24
N 2.019 -0.641 1.476 0.81 -0.49 0.75 -0.08
C 2.184 -1.176 2.628 0.32 0.42 -0.46 -0.12
C 1.167 -1.847 3.387 -0.60 -0.20 0.26 -0.15
C 1.417 -2.190 4.724 0.00 0.11 -0.12 -0.08
C 0.499 -2.873 5.488 0.09 0.00 0.21 -0.14
C -0.726 -3.232 4.910 0.05 0.13 -0.19 -0.11
C -1.004 -2.925 3.601 -0.22 -0.09 0.25 -0.02
C -0.081 -2.227 2.772 0.35 -0.28 0.00 -0.39
O -0.336 -1.994 1.546 -0.23 -1.58 0.89 -0.27
H 3.219 -0.481 -3.411 -0.02 -0.07 0.04 0.08
H 3.389 0.629 -2.039 0.00 0.02 0.03 0.07
H 2.087 0.885 -3.188 0.05 0.02 0.03 0.05
H 1.198 -2.123 -3.317 0.03 0.05 0.03 0.11
H 0.423 -0.543 -3.425 0.03 0.02 0.01 0.12
H -0.206 -1.928 -0.894 0.02 -0.57 -0.12 0.04
H -0.726 -2.842 -2.292 0.03 -0.05 0.11 0.11
H -2.527 -1.446 -2.578 -0.02 0.05 0.05 0.11
H -1.488 -0.008 -2.558 -0.02 0.01 0.04 0.03
H -4.052 -1.234 -1.006 -0.01 0.01 0.02 0.12
H -5.735 -1.386 0.516 0.02 -0.03 -0.01 0.10
H -6.679 -1.240 2.792 0.00 0.02 -0.03 0.08
H -5.290 -0.288 4.622 0.01 0.01 0.01 0.09
H -3.018 0.540 4.147 0.02 0.02 -0.03 0.10
H 2.888 -2.507 -1.840 0.00 0.03 0.00 0.12
H 1.774 -2.265 -0.479 0.00 -0.13 -0.07 0.10
H 4.444 -0.852 -0.861 0.00 -0.01 0.00 0.10
H 4.029 -2.124 0.284 -0.01 0.00 0.03 0.11
H 2.948 0.721 0.226 0.03 0.03 0.04 0.08
H 4.035 0.010 1.441 -0.08 0.05 0.01 0.11
H 3.182 -1.135 3.098 0.02 -0.08 -0.03 0.12
H 2.360 -1.877 5.165 0.04 -0.06 -0.02 0.10
H 0.712 -3.114 6.523 0.01 0.01 -0.01 0.08
H -1.467 -3.748 5.512 -0.02 -0.02 -0.03 0.09
H -1.963 -3.181 3.164 0.04 -0.01 -0.06 0.11
C 0.038 2.760 3.193 -0.12 -0.25 0.25 -0.06
O 0.636 3.226 1.980 0.10 -0.06 -0.31 -0.12
C 0.657 2.389 0.965 0.59 1.56 0.33 -0.20
C 1.279 3.063 -0.186 0.30 0.19 0.39 -0.12
H 0.808 2.320 3.831 0.04 0.07 -0.07 0.09
H -0.725 2.013 2.976 -0.04 0.06 -0.01 0.06
H -0.391 3.627 3.693 0.00 0.00 -0.04 0.09
H 1.810 3.982 0.086 -0.02 0.01 -0.01 0.08
H 0.476 3.295 -0.920 -0.05 -0.24 -0.11 -0.01
H 1.938 2.385 -0.731 -0.16 -0.02 -0.20 0.06
S -0.992 2.576 -2.691 -0.76 -0.23 0.82 0.42
C 0.045 2.607 -4.061 1.02 0.33 -0.71 -0.92
N -0.624 2.566 -5.334 0.20 -0.94 0.16 -0.07
C 0.061 3.245 -6.393 0.10 0.83 -0.32 -0.26
C 1.422 3.302 -6.326 -0.28 -0.13 0.20 -0.27
C 2.067 2.842 -5.167 0.68 -0.64 -0.70 -0.31
N 1.336 2.627 -4.001 -0.95 0.44 0.55 -0.07
H -1.597 2.781 -5.230 -0.10 0.15 0.04 0.04
H -0.537 3.694 -7.178 -0.01 -0.03 0.02 0.04
H 1.984 3.741 -7.147 0.02 0.02 -0.01 0.06
H 3.145 2.846 -5.060 -0.02 0.15 0.00 0.01
```
Positions in Å, forces in eV/Å.

Net charge: -2
LUMO energy (alpha / beta) (eV): 4.11 / 4.11
F_max (Eh/bohr): 0.0665
HOMO level (alpha / beta) (eV): 2.3 / 2.3
Gap between HOMO and LUMO (alpha / beta) (Eh): 0.0651 / 0.0651